Record 1
Here is 7 unconnected molecules or ions with the total composition C24H58N4O10 from the OMol25 dataset. Energies are from ωB97M-V/def2-TZVPD.

Structure (XYZ):
```
96
Properties=species:S:1:pos:R:3:forces:R:3
C 1.1412 -24.0976 -9.2914 0.91 1.81 0.02
N 1.2516 -25.4987 -9.5140 -0.21 0.24 -0.53
C 1.7668 -26.4334 -8.6814 -0.35 -0.34 2.14
C 1.6984 -27.8270 -9.2951 -0.18 -0.54 -0.46
O 2.1596 -26.2220 -7.5059 -0.67 -0.19 -2.87
H 1.3238 -23.8011 -8.2585 -0.51 -0.29 -0.05
H 0.2786 -23.6422 -9.7779 -0.82 -0.48 0.71
H 1.8644 -23.5035 -9.8500 0.80 -0.33 0.00
H 0.9312 -25.7197 -10.4459 0.29 -0.79 0.35
H 1.2919 -28.6248 -8.6735 0.61 0.35 0.80
H 2.6771 -28.1054 -9.6860 0.06 -0.13 0.24
H 1.0003 -27.9317 -10.1256 0.08 0.71 -0.39
C -7.1542 -22.3318 -12.7615 0.20 0.77 -0.01
N -5.8687 -21.9574 -13.3414 -0.67 -4.12 1.59
C -5.7069 -20.7958 -13.8810 1.07 2.21 -2.57
C -4.3976 -20.6405 -14.6665 -0.51 -0.22 0.70
O -6.5554 -19.9370 -13.8178 -0.62 1.19 0.29
H -7.0614 -23.3296 -12.3327 -0.22 0.14 -0.10
H -7.9242 -22.2395 -13.5274 -0.19 -0.36 0.08
H -7.4002 -21.5920 -11.9998 -0.06 -0.23 0.14
H -5.3674 -22.7600 -13.6944 0.47 0.40 0.07
H -4.4823 -21.0636 -15.6674 -0.17 0.05 -0.02
H -3.6913 -21.2523 -14.1054 0.61 0.36 -0.24
H -4.1461 -19.5820 -14.7334 0.17 -0.22 0.07
C 0.5624 -28.1665 -18.8415 0.15 -0.60 -0.73
N -0.4668 -27.2730 -18.4005 0.00 1.96 0.50
C -1.8087 -27.3955 -18.3116 -0.57 -1.24 -0.82
C -2.6114 -26.1481 -17.9049 0.45 -0.34 0.14
O -2.3725 -28.4247 -18.6689 -0.06 0.41 0.64
H 1.4192 -28.0252 -18.1827 -0.03 -0.46 -0.06
H 0.8924 -27.9408 -19.8555 0.07 0.44 -0.10
H 0.2400 -29.2017 -18.9544 -0.23 0.09 0.75
H -0.1810 -26.3043 -18.3920 0.26 -0.15 0.25
H -3.0840 -26.1810 -16.9233 -0.12 -0.80 -0.04
H -3.3852 -26.1086 -18.6716 0.02 0.54 0.15
H -2.0078 -25.2477 -17.7902 0.09 0.10 -0.71
C -3.4569 -17.8593 -7.8431 1.50 -0.02 -0.66
N -4.1017 -18.2865 -9.0897 -2.33 1.54 3.37
C -3.4687 -18.7979 -10.0964 1.53 -0.52 -3.51
C -4.2689 -18.9681 -11.4074 0.09 -0.95 1.34
O -2.2810 -19.1113 -10.0906 -0.12 -0.04 0.51
H -2.9200 -18.6692 -7.3493 -0.37 -0.23 -0.01
H -4.0695 -17.3229 -7.1184 -0.46 -0.31 -0.49
H -2.6568 -17.1914 -8.1623 0.12 0.27 0.26
H -5.0403 -17.9314 -9.2035 0.18 -0.30 -0.30
H -4.5435 -20.0216 -11.3535 -0.07 -0.27 -0.31
H -3.5952 -18.8670 -12.2583 -0.31 0.39 0.11
H -5.2286 -18.4521 -11.4337 0.31 0.38 -0.34
C 0.9978 -20.4488 -11.8665 0.32 0.09 -0.38
O 0.6377 -21.8269 -12.0514 -0.13 0.96 -0.68
C -0.6772 -21.9095 -12.6325 0.20 0.49 1.59
C -0.9105 -23.3295 -13.0376 1.07 0.13 -0.96
O -1.7458 -23.4760 -14.1696 -1.53 -0.22 1.25
C -1.2850 -23.0731 -15.4016 0.76 -0.03 -1.35
H 0.9873 -19.9210 -12.8201 -0.38 0.01 -0.33
H 2.0332 -20.3239 -11.5496 -0.10 -0.69 0.43
H 0.3379 -19.9126 -11.1845 -0.19 -0.20 0.17
H -0.8895 -21.1819 -13.4158 0.44 0.06 -0.25
H -1.3615 -21.7085 -11.8082 -0.36 0.52 -0.06
H -1.2984 -23.8042 -12.1364 -0.37 -0.72 -0.66
H 0.0618 -23.7362 -13.3158 0.29 -0.34 0.29
H -2.0207 -23.3502 -16.1567 -0.19 -0.07 0.19
H -0.3580 -23.5628 -15.6997 0.32 -0.45 0.18
H -1.0620 -22.0220 -15.5849 -0.27 0.48 0.66
C 4.4325 -22.5505 -10.0856 -0.18 0.80 0.39
O 3.6784 -21.3488 -9.8062 0.86 -0.84 -0.24
C 4.0179 -20.7069 -8.5721 -0.87 -1.21 -0.78
C 2.7163 -20.3259 -7.9426 0.37 0.17 0.05
O 2.0280 -21.5124 -7.6511 -0.65 0.24 0.49
C 0.7520 -21.2113 -7.0427 1.19 -0.30 -1.30
H 4.2591 -23.3396 -9.3539 -0.29 0.05 0.26
H 5.5003 -22.3340 -10.0555 0.17 0.04 -0.26
H 4.1393 -22.9379 -11.0613 -0.01 0.30 -0.01
H 4.7189 -19.8887 -8.7372 -0.03 0.10 0.12
H 4.3830 -21.4266 -7.8394 0.71 -0.20 -0.21
H 2.0874 -19.7019 -8.5775 0.09 0.37 -0.03
H 3.0435 -19.8264 -7.0307 -0.57 0.53 0.41
H 0.9406 -20.6473 -6.1292 -0.42 -0.41 0.40
H 0.2641 -22.1851 -7.0012 -0.17 0.29 0.75
H 0.1900 -20.5791 -7.7301 -0.24 0.14 -0.04
C 6.2787 -26.2735 -16.3664 1.69 -0.54 0.86
O 5.0951 -26.9264 -16.7253 -0.14 0.56 -1.05
C 4.9467 -27.1419 -18.1514 -0.42 0.60 0.02
C 4.2537 -25.9508 -18.9288 0.27 -1.26 2.45
O 2.8569 -25.8709 -18.5388 1.41 0.14 -2.35
C 2.6413 -25.4553 -17.2437 -0.81 -0.17 1.54
H 6.6018 -26.5998 -15.3779 -0.32 -0.62 0.15
H 6.3930 -25.2021 -16.2018 -1.20 0.58 -0.82
H 7.1005 -26.5650 -17.0205 0.07 -0.02 -0.27
H 4.3836 -28.0723 -18.2239 -0.26 0.17 -0.16
H 5.9203 -27.3296 -18.6042 0.25 0.06 0.02
H 4.4437 -26.0390 -19.9985 -0.82 -0.23 -0.02
H 4.8145 -25.0755 -18.6008 -0.24 0.49 0.06
H 3.1842 -24.5681 -16.9179 0.36 0.10 -0.25
H 2.8211 -26.2590 -16.5298 0.28 0.03 0.14
H 1.5817 -25.2285 -17.1257 -0.16 0.16 -0.28
```
Forces are in eV/Å.

The electronic energy comes out at -1920.50181 hartree. The value obtained for the largest force on an atom is 4.46 eV Å⁻¹. As for the spin multiplicity: 1. As for the SMILES: CNC(C)=O.CNC(C)=O.CNC(C)=O.CNC(C)=O.COCCOC.COCCOC.COCCOC. The gap between HOMO and LUMO is 9.47 eV. The charge is 0. The HOMO energy is -9.148 eV.


Record 2
Here is 6 unconnected molecules or ions with the total composition C24H59NO6 from the OMol25 dataset. Energies are from ωB97M-V/def2-TZVPD.

Structure (XYZ):
```
90
Properties=species:S:1:pos:R:3:forces:R:3
C 20.9815 16.9330 -8.4748 -1.30 -0.62 1.31
C 20.2948 16.4344 -9.7473 -0.75 1.69 -0.16
C 20.4955 17.5484 -10.7744 0.27 0.78 -0.61
C 20.3914 17.2740 -12.2656 -0.56 -1.73 -0.11
C 21.1451 15.9694 -12.5054 0.71 1.03 0.82
C 20.7814 14.7508 -11.5611 1.16 1.13 -2.54
N 20.9542 15.2211 -10.1561 -3.82 -1.47 -0.12
O 20.8266 14.1840 -9.2001 0.80 2.26 -1.34
C 19.3469 14.2249 -11.8851 0.11 0.26 0.68
C 21.8224 13.7182 -11.8974 0.40 -1.60 0.97
C 18.7383 16.3747 -9.5059 -0.38 -2.47 0.63
H 22.0603 16.8240 -8.3633 -0.01 0.19 -0.64
H 20.5375 16.3560 -7.6636 0.15 0.08 0.33
H 20.6346 17.9585 -8.3480 0.41 0.03 0.10
H 19.7105 18.2934 -10.6447 0.42 0.24 0.95
H 21.4658 17.8714 -10.3972 0.18 1.10 -1.26
H 20.7563 18.0759 -12.9073 0.40 0.05 0.36
H 19.3563 17.1566 -12.5867 -0.36 0.10 0.28
H 22.1291 16.3363 -12.2134 0.59 -0.86 -0.06
H 21.2496 15.6959 -13.5553 -0.36 -0.42 0.16
H 18.7464 15.0531 -12.2616 -0.21 -0.09 0.40
H 19.3387 13.4714 -12.6727 0.61 0.00 0.02
H 18.9259 13.7329 -11.0084 -0.28 0.20 -0.04
H 22.8474 13.9983 -11.6547 0.04 0.52 -0.41
H 21.6711 12.8129 -11.3094 -0.26 -0.19 0.05
H 21.7355 13.3726 -12.9274 0.08 0.40 0.02
H 18.5458 15.5156 -8.8633 0.01 -0.22 0.21
H 18.1186 16.1509 -10.3743 0.50 0.35 -0.36
H 18.2504 17.1835 -8.9620 0.94 0.56 -0.20
H 21.7504 13.9255 -9.2382 0.59 -1.34 0.51
C 25.3354 15.1232 -4.8056 -0.87 -0.06 0.20
C 25.6539 15.5217 -6.2415 0.41 0.42 1.90
C 24.4869 15.6648 -7.1392 -0.98 -0.81 -1.59
O 26.2833 16.7951 -6.1033 0.53 -0.08 -0.81
H 26.2850 14.9157 -4.3123 -0.32 -0.87 0.04
H 24.5130 14.4079 -4.7998 0.66 -0.96 0.29
H 24.9105 15.8825 -4.1490 -0.08 0.84 -0.51
H 26.3498 14.7365 -6.5371 0.31 0.55 -0.72
H 23.6566 16.1803 -6.6564 -0.02 0.14 -0.07
H 24.1291 14.7226 -7.5543 -0.32 -0.65 0.79
H 24.7203 16.0928 -8.1140 0.43 0.94 0.30
H 25.5808 17.3002 -5.6875 0.24 0.53 0.16
C 23.6078 21.5877 -12.9909 -0.68 0.12 1.02
C 22.8187 21.2358 -11.6878 0.16 0.34 -0.17
C 21.2947 21.1628 -11.9249 0.32 1.10 0.22
O 23.2279 19.9694 -11.2532 0.16 -2.06 0.28
H 23.5423 22.6494 -13.2285 -0.49 -0.10 -0.33
H 23.1697 20.9198 -13.7325 0.21 0.38 -0.45
H 24.6808 21.4050 -12.9322 -0.06 -0.33 0.38
H 23.0723 21.8540 -10.8266 -0.34 0.95 -0.39
H 21.0724 20.6716 -12.8722 -0.09 -0.12 0.12
H 20.8733 22.1678 -11.9440 0.22 0.27 -0.58
H 20.7068 20.7641 -11.0982 0.49 -0.69 0.07
H 23.9692 20.0470 -10.6483 0.07 0.09 -0.12
C 26.6969 17.4071 -12.8232 -0.20 0.40 1.16
C 25.2833 16.9712 -12.5737 -0.09 1.30 -1.49
C 24.3360 17.7186 -13.5154 -1.00 0.03 0.43
O 25.1371 15.6052 -12.7674 -0.61 -1.47 0.61
H 27.1639 16.9324 -13.6862 -0.12 0.16 -0.08
H 27.2376 17.1612 -11.9093 0.59 0.19 -0.28
H 26.5645 18.4829 -12.9383 1.00 0.09 -0.09
H 24.9693 17.2332 -11.5633 0.19 -0.31 0.22
H 24.3109 17.2614 -14.5046 -0.04 -0.07 -0.01
H 24.4538 18.7958 -13.6334 0.58 -0.08 0.16
H 23.3686 17.6475 -13.0183 -0.38 -0.12 -0.58
H 25.5244 15.3807 -13.6167 0.06 -0.05 -0.09
C 20.7502 8.1455 -12.2190 1.19 1.28 2.01
C 19.7649 9.1735 -11.6246 -1.54 -0.18 -1.84
C 20.0722 10.2212 -10.5695 1.93 -0.98 0.62
O 19.4019 9.9844 -12.7414 -0.48 1.18 -0.98
H 21.7264 8.6156 -12.3379 0.08 0.19 -0.52
H 20.3780 7.7966 -13.1823 0.00 -0.27 0.43
H 20.9626 7.4143 -11.4390 -0.32 -0.70 -0.42
H 18.9014 8.5409 -11.4190 -0.30 0.29 0.82
H 20.6308 9.7354 -9.7695 -0.17 0.04 0.47
H 19.2844 10.8400 -10.1398 -0.46 -0.58 -0.36
H 20.8034 10.9142 -10.9856 0.00 0.02 -0.31
H 18.6000 9.6934 -13.1816 0.04 -0.24 0.10
C 17.2330 15.9892 -15.9804 0.93 -1.14 -0.76
C 18.2782 15.0449 -16.7479 -1.55 2.54 1.65
C 19.7153 15.5370 -16.4758 -1.16 -0.85 -0.09
O 18.0295 13.7821 -16.1696 0.54 -0.51 -0.48
H 16.2418 15.5682 -16.1486 -0.07 0.31 -0.31
H 17.3165 17.0277 -16.3008 -0.18 0.02 0.18
H 17.3907 15.8383 -14.9125 0.29 0.40 0.13
H 17.9589 15.1422 -17.7855 0.45 -0.78 -0.23
H 19.9649 16.4132 -17.0743 0.14 -0.13 0.15
H 20.3869 14.6960 -16.6482 0.36 0.21 -0.31
H 19.7263 15.7534 -15.4076 0.32 0.32 0.09
H 18.8221 13.5725 -15.6700 -0.03 -0.39 0.03
```
Forces are in eV/Å.

The electronic energy comes out at -1455.55883 hartree. The value obtained for the largest force on an atom is 4.10 eV Å⁻¹. As for the spin multiplicity: 2. The gap between HOMO and LUMO (alpha / beta) is 9.58 / 5.01 eV. The charge is +1. The HOMO energy (alpha / beta) is -11.983 / -11.983 eV.